Entry 1:
C8H19N3O10PS | ωB97M-V/def2-TZVPD

```
42
C8H19N3O10PS | the OMol25 dataset | ωB97M-V/def2-TZVPD
N -4.2777 -0.4743 0.5313
P -3.8327 -1.2032 -1.0433
O -3.4344 0.1435 -2.0914
C -2.2816 -2.3484 -0.8679
N -2.3640 -3.1740 0.3972
N -0.9672 -1.6362 -1.0874
C -0.7223 -0.5172 -0.1009
O -0.2644 0.6650 -0.9028
C 1.2253 0.6682 -0.9422
O 1.6605 1.3548 -2.1792
C 1.3703 2.7997 -2.1029
C 0.5364 3.2863 -3.4676
O -0.0455 4.6215 -3.2234
C -2.4186 -3.4425 -2.1260
O -2.6436 -4.7610 -1.9256
O -2.2465 -2.8479 -3.4928
H -5.0500 -1.0419 0.9850
H -4.6979 0.4654 0.3381
H -2.7952 -0.2276 -2.7813
H -3.0029 -2.7408 1.1091
H -1.4444 -3.2779 0.8805
H -0.2183 -2.3772 -0.9576
H 0.1774 -0.7754 0.6094
H -1.6415 -0.2171 0.5578
H 1.6969 -0.4035 -0.9468
H 1.5589 1.3317 -0.0159
H 0.7164 3.0909 -1.1545
H 2.3648 3.4435 -1.9934
H -0.3113 2.4937 -3.6451
H 1.2877 3.2648 -4.3717
H 0.2147 4.8859 -2.2843
C 4.0009 0.0964 3.2662
C 3.2504 -0.2598 4.5467
O 1.8935 0.0992 4.2962
S 1.5735 -0.1123 2.7108
O 0.9347 -1.3992 2.5472
O 1.0173 1.1146 2.1893
O 3.1161 -0.2416 2.1993
H 4.2028 1.1711 3.2137
H 4.9404 -0.4546 3.1715
H 3.6362 0.2748 5.4180
H 3.2849 -1.3377 4.7368
```

## Properties
total energy = -53668.111 eV
charge = -1
LUMO = 1.68 eV
highest occupied orbital energy = -3.964 eV

=====

Entry 2:
C4H33N2O11S | ωB97M-V/def2-TZVPD

```
51
C4H33N2O11S | the OMol25 dataset | ωB97M-V/def2-TZVPD
C 0.5957 3.2375 2.0911
C -0.0600 2.3484 1.0283
C -1.1264 3.1696 0.2262
S -0.9680 3.2173 -1.5879
N 0.8079 1.5249 0.1380
C 2.0401 1.0966 0.8289
N 2.3078 -0.3279 0.6400
H 1.0229 2.5677 2.8426
H -0.2180 3.7511 2.6101
H 1.3204 4.0049 1.8368
H -0.5666 1.5205 1.5366
H -2.0692 2.7072 0.5276
H -1.1333 4.1863 0.6142
H 1.1335 1.9982 -0.6966
H 2.8252 1.7873 0.5423
H 1.8550 1.1264 1.8980
H 3.2292 -0.6892 0.8340
H 2.0232 -0.8196 -0.1983
H 0.4940 -2.2175 -2.5132
H 1.5453 -1.3279 -3.2524
O 1.4498 -2.0922 -2.6746
H -0.5915 0.4906 -1.0334
H -1.8668 0.7666 -1.9597
O -1.2887 0.0945 -1.5841
H 2.3444 -3.1671 0.1503
H 0.9910 -3.4680 -0.5139
O 1.4420 -3.4116 0.3397
H 0.5606 -2.3684 2.0687
H 0.9453 -0.9435 2.1631
O 0.5070 -1.6307 2.6978
H -1.0492 -0.9194 1.1205
H -1.4139 -2.2397 1.5470
O -1.8089 -1.5148 1.0433
H 0.0924 0.2344 -2.9812
H 0.8102 1.6011 -3.1102
O 0.9381 0.6489 -3.1954
H -3.7786 -0.7308 0.8490
H -3.4865 -0.0466 1.9857
O -4.3037 -0.4184 1.6091
H -2.5144 -0.8869 -3.4927
H -2.9481 -1.3423 -2.0878
O -2.8777 -1.6262 -3.0020
H -2.0381 -0.2947 3.4095
H -0.8700 -1.2125 3.8108
O -1.4548 -0.5021 4.1509
H -1.5718 -2.7277 -1.9189
H -0.7996 -2.0719 -0.8783
O -0.8038 -2.8975 -1.3841
H 2.9508 -0.5538 -2.7030
H 3.5960 0.6428 -2.0711
O 3.7801 -0.2739 -2.3011
```

## Properties
relative energy (zero: lowest compared OMol25 entry of this formula, charge and spin) = 12.6 kcal per mole
total energy = -41023.525 eV
charge = -1
LUMO = 2.59 eV
highest occupied orbital energy = -3.969 eV

=====

Entry 3:
C21H19NO5S2 | ωB97M-V/def2-TZVPD

```
48
C21H19NO5S2 | the OMol25 dataset | ωB97M-V/def2-TZVPD
O -3.6205 -4.0593 -2.0533
O -0.6206 -0.2590 -4.6956
O 2.3338 -0.6240 -1.4238
O 0.1965 0.5495 -1.8585
N 0.3325 -1.0781 0.1255
O -2.1166 0.1073 -3.0454
S -1.4433 -3.3518 -4.1451
C -2.6621 -3.4473 -1.5826
C -1.6474 -0.5687 -4.1144
C -1.5206 -3.0273 -2.4014
C -0.5112 -2.3043 -1.8852
C -0.5003 -1.8873 -0.4790
C -3.5465 -3.5271 2.1184
C -2.5297 -2.7753 2.6492
C -3.6021 -3.7309 0.7554
C -1.5722 -2.2252 1.7829
C 1.2817 3.2457 1.7800
C 3.0246 1.4914 0.5834
C -2.6256 -3.2038 -0.1262
C -1.5712 -2.4501 0.4037
C 2.6626 3.3967 2.0576
C 3.5634 2.4950 1.4567
C 0.7563 2.2919 0.9420
C 1.6371 1.3812 0.3154
C -2.3205 -1.8287 -4.6103
C 3.0856 4.5051 2.9553
C 5.0313 2.4808 1.6815
C -0.7192 2.3046 0.6932
S 1.1660 0.0394 -0.8527
H -1.3818 0.6753 -2.8013
H 0.3004 -2.0048 -2.5204
H -4.3346 -3.9391 2.6843
H -2.4817 -2.5999 3.7221
H -4.4117 -4.3009 0.3572
H -0.7692 -1.6874 2.2817
H 0.6142 3.9723 2.2580
H 3.7174 0.8225 0.0771
H -3.3500 -1.8374 -4.2055
H -2.3693 -1.7735 -5.7004
H 3.4644 5.3259 2.3746
H 3.8800 4.2035 3.6488
H 2.2655 4.8966 3.5942
H 5.4299 3.4320 2.0074
H 5.2647 1.7187 2.4727
H 5.5797 2.2276 0.7756
H -1.2223 3.1354 1.2507
H -0.9764 2.4309 -0.3447
H -1.1610 1.3617 1.0412
```

## Properties
relative energy (zero: lowest compared OMol25 entry of this formula, charge and spin) = 19.8 kcal per mole
total energy = -55482.390 eV
LUMO = -1.89 eV
SMILES = Cc1cc(C)c(S(=O)(=O)/N=C2\C=C(SCC(=O)O)C(=O)c3ccccc32)cc1C
highest occupied orbital energy = -9.198 eV

=====

Entry 4:
C6H8O2 | ωB97M-V/def2-TZVPD

```
16
C6H8O2 | the OMol25 dataset | ωB97M-V/def2-TZVPD
C 1.0150 0.1053 0.1181
C -0.0377 1.1315 0.5675
C -0.7207 -0.1098 0.9675
C -0.1913 -0.5459 -0.2835
C -0.6240 0.2940 -1.2308
C -0.5215 1.5447 -0.7033
H 1.8866 -1.2680 0.6751
H 1.6207 0.2777 -0.7123
H 0.4425 1.7929 1.3334
H -1.8494 -0.1768 1.1823
H -0.3655 -0.6612 1.9299
H -0.1743 -2.6266 -1.2522
H -0.8889 0.0459 -2.2373
H -0.9244 2.5250 -1.1115
O 1.8164 -0.3738 1.1380
O -0.4833 -1.9549 -0.3809
```

## Properties
relative energy (zero: lowest compared OMol25 entry of this formula, charge and spin) = 137.6 kcal per mole
total energy = -10440.757 eV
LUMO = 0.51 eV
highest occupied orbital energy = -8.933 eV

=====

- The lowest LUMO belongs to which entry?
  C21H19NO5S2